Computed, not measured: 7 unconnected molecules or ions with the total composition C26H31Cl8N3O6 in a non-equilibrium geometry, with ωB97M-V with the def2-TZVPD basis set.

Values from the calculation:
**Spin multiplicity**: 1
**HOMO energy**: -10.285 eV
**Net charge**: 0
**Frontier orbital gap**: 9.42 eV

Geometry as XYZ:
```
74
Properties=species:S:1:pos:R:3:forces:R:3
Cl -2.510 -5.580 -0.433 -0.05 -0.22 0.09
Cl 2.700 -4.668 0.849 0.48 0.19 -0.08
Cl -0.486 4.773 3.331 -0.03 0.00 0.03
Cl 2.919 -3.107 -5.082 -0.07 0.02 0.03
Cl 1.601 -7.750 1.165 0.08 -0.16 -0.05
Cl -3.448 4.347 1.509 0.04 0.13 0.07
Cl 0.974 -4.195 -2.448 0.19 -0.17 -0.28
Cl -1.658 -1.833 -2.287 0.05 0.36 -0.14
O 8.535 1.961 -0.744 -0.37 -0.38 0.28
O 0.770 -1.843 0.481 0.01 -0.26 0.05
O -7.603 -1.245 1.136 0.24 -0.05 0.26
O 7.769 0.003 -1.270 0.13 -0.16 0.42
O -5.712 -2.162 0.689 0.24 -0.45 0.04
O -1.163 -1.279 1.238 0.21 0.08 0.01
N 7.689 1.209 -1.201 0.86 0.28 -0.85
N -6.394 -1.339 1.256 -0.42 0.41 -0.64
N -0.091 -1.023 0.718 -0.42 0.01 0.05
C 6.120 3.073 -1.436 0.52 -0.29 0.02
C 4.286 2.914 -2.968 -0.12 -0.45 -0.30
C -0.479 2.644 0.158 -0.04 -0.53 -0.15
C -4.428 -0.596 2.520 -0.12 -0.53 0.28
C 1.925 -2.689 -2.572 -0.39 0.04 0.26
C -4.408 1.548 3.559 -0.13 0.45 0.40
C 0.177 0.368 0.334 -0.20 -0.09 -0.07
C -0.772 1.339 0.573 -0.09 0.81 -0.33
C 6.545 1.818 -1.867 -0.51 0.77 0.58
C 1.918 -2.127 -3.964 0.39 0.16 -0.16
C -3.795 0.330 3.330 0.26 0.15 -0.50
C 1.002 -5.105 0.935 -0.63 0.23 -0.14
C -2.469 -3.371 -1.945 -0.77 -0.30 -0.14
C 4.973 3.604 -1.981 0.03 0.43 -0.38
C 5.918 1.140 -2.877 -0.44 -0.15 -0.59
C -5.700 -0.324 2.052 0.31 -0.40 0.17
C 0.744 -6.310 1.767 -0.27 -0.54 0.29
C -2.581 5.845 1.973 0.12 0.00 -0.37
C 1.668 1.927 -0.680 -0.06 -0.23 0.07
C -1.979 5.752 3.349 -0.03 0.08 0.11
C 1.383 0.632 -0.279 0.39 -0.02 0.09
C 0.706 2.911 -0.517 -0.11 0.30 0.29
C 4.787 1.713 -3.463 0.16 -0.13 0.39
C -5.684 1.797 3.076 0.16 0.45 0.06
C -2.012 -3.888 -0.621 0.68 0.14 0.40
C -6.339 0.856 2.326 -0.78 0.06 -0.07
H -3.982 -1.563 2.339 0.05 0.04 -0.20
H 1.022 -6.175 2.807 0.10 0.03 0.06
H 3.344 3.310 -3.328 0.15 0.06 -0.25
H -3.283 6.669 1.874 -0.13 -0.05 0.24
H 0.613 -5.267 -0.068 0.28 0.02 -0.04
H -3.542 -3.197 -1.904 -0.01 0.19 -0.15
H 6.728 3.605 -0.719 -0.12 -0.01 0.10
H -6.179 2.740 3.261 0.10 0.06 0.12
H -7.354 1.026 1.993 0.07 -0.08 -0.14
H -1.745 1.110 0.984 0.13 -0.12 0.24
H -3.934 2.331 4.140 0.17 -0.18 0.01
H 0.879 3.910 -0.905 0.10 -0.02 0.18
H 1.438 -2.005 -1.877 0.08 0.09 -0.12
H -1.727 6.750 3.705 0.11 -0.06 -0.03
H -1.191 3.436 0.345 -0.04 -0.10 -0.10
H 2.079 -0.186 -0.404 0.10 0.14 0.01
H 2.373 -1.135 -3.947 -0.06 -0.03 0.02
H 0.929 -2.054 -4.400 -0.15 -0.07 0.10
H -2.426 -3.309 0.192 -0.18 0.04 0.16
H -2.798 0.117 3.687 -0.03 0.03 0.14
H 4.659 4.613 -1.748 -0.07 -0.13 0.36
H -1.790 6.011 1.243 -0.04 -0.09 -0.05
H -2.653 5.287 4.061 -0.10 0.00 0.02
H 2.932 -2.893 -2.222 0.05 -0.11 0.00
H 6.298 0.191 -3.233 0.00 0.04 0.13
H -0.927 -3.837 -0.544 -0.12 -0.11 -0.05
H 4.324 1.175 -4.279 -0.20 0.15 0.02
H -2.285 -4.085 -2.741 0.33 0.12 -0.13
H 0.468 -4.261 1.369 0.03 0.06 -0.01
H -0.317 -6.550 1.704 -0.01 0.08 0.09
H 2.646 2.163 -1.071 -0.05 -0.03 -0.25
```
Forces are in eV/Å.


Computed, not measured: a molecular structure, C26H31F3IrN4O4S3 in a non-equilibrium geometry, with ωB97M-V with the def2-TZVPD basis set.

Values from the calculation:
**Spin multiplicity**: 2
**HOMO energy (alpha / beta)**: -13.004 / -12.942 eV
**⟨S²⟩**: 0.75
**Net charge**: +2
**Frontier orbital gap (alpha / beta)**: 7.66 / 7.37 eV

Geometry as XYZ:
```
72
Properties=species:S:1:pos:R:3:forces:R:3
Ir -0.280 0.280 -0.788 0.61 0.52 -0.63
S 2.405 -1.872 -0.956 0.08 0.27 -0.17
S -1.583 -0.773 0.769 -0.23 -0.27 0.39
S 0.929 1.043 -2.888 -0.01 -0.66 0.36
F -3.011 -0.432 3.700 0.01 -0.01 0.00
F -1.670 -0.916 5.329 0.00 0.01 0.01
F -1.715 -2.158 3.559 0.01 0.01 0.01
O -1.776 1.690 -0.729 -0.05 0.07 -0.13
O -2.079 2.366 -2.857 -0.19 0.01 0.03
O 1.002 -1.374 -3.983 -0.04 -0.08 0.09
O 1.114 -1.237 -0.421 -0.34 -0.19 0.10
N -0.176 2.028 -5.137 0.16 0.04 -0.08
N 0.294 0.834 1.390 -0.11 0.09 0.03
N -4.083 2.256 0.132 0.00 -0.02 -0.03
N 0.399 3.551 -3.531 0.19 0.00 -0.06
C -0.620 0.045 1.978 0.04 0.09 -0.09
C 1.084 1.543 3.516 0.02 0.00 -0.05
C 1.462 -4.489 -0.348 0.01 -0.02 -0.03
C 4.993 -4.009 0.470 0.03 0.02 0.04
C 0.144 0.729 4.135 -0.01 -0.04 0.02
C 3.366 -2.096 0.553 0.08 0.05 0.09
C 5.717 -1.843 -0.286 -0.01 -0.03 -0.05
C 6.244 -4.528 0.169 0.00 0.00 0.01
C 4.723 -2.664 0.240 -0.02 -0.02 -0.02
C 0.294 2.305 -3.931 -0.19 0.34 0.12
C 2.029 -3.576 -1.401 0.10 -0.05 -0.01
C 0.197 -0.568 -3.689 0.08 0.10 -0.22
C -2.409 2.248 -1.691 -0.08 -0.03 0.13
C -1.778 -0.895 4.001 -0.02 -0.01 -0.01
C 0.375 -4.134 0.446 -0.03 0.00 0.01
C -0.721 -0.030 3.367 0.01 0.00 0.02
C -1.295 -0.658 -3.768 0.04 -0.05 0.10
C 2.023 -5.757 -0.207 0.02 0.02 0.02
C 6.965 -2.364 -0.588 0.01 0.00 0.00
C 7.228 -3.708 -0.364 -0.01 -0.01 0.00
C -0.127 -5.031 1.379 -0.01 0.02 0.01
C 0.438 -6.290 1.517 0.02 -0.01 0.00
C 1.512 -6.655 0.717 -0.02 0.01 0.01
C 1.122 1.566 2.136 0.08 -0.03 0.01
C 0.847 4.005 -2.217 -0.06 -0.02 0.02
C -3.762 2.815 -1.228 -0.04 -0.08 0.01
H 0.256 4.872 -1.935 0.03 0.03 -0.02
H 5.516 -0.791 -0.454 0.00 0.00 0.00
H 3.433 -1.084 0.954 -0.02 0.00 0.01
H 0.154 4.273 -4.195 -0.04 -0.02 0.02
H -4.542 2.524 -1.926 0.02 0.04 -0.04
H -4.854 1.589 0.108 -0.01 0.01 0.00
H 1.769 2.144 4.094 0.01 0.00 -0.01
H 8.204 -4.115 -0.595 0.00 0.01 0.00
H 6.453 -5.572 0.362 0.00 0.00 0.00
H -3.725 3.900 -1.176 0.01 0.00 0.01
H 1.902 4.274 -2.244 0.00 0.00 0.01
H -1.562 -1.330 -4.583 0.01 -0.01 0.01
H 2.784 -2.713 1.238 -0.05 -0.02 -0.07
H -0.114 1.114 -5.549 0.05 -0.06 0.05
H 7.737 -1.721 -0.988 -0.01 0.00 0.00
H -1.608 -1.110 -2.819 -0.06 -0.05 -0.05
H 0.041 -6.988 2.242 0.00 0.00 0.00
H -4.309 2.973 0.820 0.01 0.00 0.01
H -1.782 0.310 -3.848 0.07 0.01 -0.02
H -0.081 -3.160 0.344 -0.01 0.01 0.00
H 1.837 2.178 1.600 0.00 0.01 0.01
H 4.233 -4.645 0.905 -0.01 0.00 0.00
H -0.969 -4.743 1.995 0.00 0.00 0.00
H 1.952 -7.638 0.812 0.00 0.00 0.00
H 0.682 3.222 -1.479 -0.02 0.00 0.00
H 3.005 -3.936 -1.741 -0.04 -0.03 -0.05
H 1.400 -3.489 -2.289 -0.06 0.05 0.01
H 2.862 -6.046 -0.829 0.00 0.01 0.00
H 0.084 0.682 5.214 -0.01 0.00 0.00
H -3.224 1.742 0.422 0.06 -0.02 0.04
H -0.469 2.771 -5.756 -0.04 -0.01 0.03
```
Forces are in eV/Å.


Computed, not measured: a single C26H31FN4O2 molecule, with ωB97M-V with the def2-TZVPD basis set.

Values from the calculation:
**Spin multiplicity**: 1
**HOMO energy**: -8.404 eV
**Net charge**: 0
**Frontier orbital gap**: 9.06 eV

Geometry as XYZ:
```
64
Properties=species:S:1:pos:R:3:forces:R:3
F -3.044 0.884 -2.178 0.05 0.01 -0.01
O -3.047 -4.210 -0.190 0.15 0.00 -0.19
O 2.417 -0.182 1.817 0.05 -0.27 0.11
N 4.599 -0.012 -1.857 0.20 -0.50 -0.62
N 0.028 -0.650 -2.959 0.02 0.02 -0.05
N 3.304 1.717 0.964 0.16 0.30 -0.31
N 3.633 0.318 -1.007 0.24 0.39 0.59
C 1.921 1.922 2.915 -0.12 -0.27 0.30
C 2.270 -0.111 -1.225 -0.55 -0.05 -0.41
C 2.219 -1.333 -2.134 -0.15 -0.03 0.16
C -3.088 -2.918 -0.614 0.05 0.17 -0.12
C -1.020 1.226 3.001 -0.03 -0.14 0.02
C -2.814 2.822 3.209 -0.06 0.07 0.08
C 0.762 -1.738 -2.340 0.25 0.04 0.00
C 0.027 0.351 3.624 0.08 0.03 0.09
C 2.561 1.018 1.874 -0.06 0.40 0.20
C -2.305 -2.626 -1.732 -0.22 -0.03 0.20
C 0.032 0.531 -2.118 0.21 0.26 -0.11
C -3.032 -0.373 -1.665 -0.13 -0.26 0.16
C 1.458 1.010 -1.879 -0.16 -0.15 0.18
C -1.870 1.993 3.789 0.01 0.00 -0.02
C 5.688 0.611 -1.452 -0.18 0.16 0.13
C -3.813 -4.576 0.932 -0.09 -0.04 0.14
C -1.308 -1.020 -3.404 -0.04 0.10 -0.07
C 5.433 1.376 -0.310 -0.30 0.00 0.14
C -1.137 1.311 1.620 0.04 -0.02 0.04
C -3.835 -1.907 -0.019 0.04 -0.34 0.07
C -2.918 2.899 1.830 -0.08 0.07 -0.08
C 4.092 1.158 -0.051 0.46 -0.10 -0.04
C -2.076 2.142 1.034 -0.02 0.07 -0.07
C -3.809 -0.631 -0.557 0.16 0.21 -0.28
C -2.252 -1.354 -2.273 -0.12 0.19 0.08
C 1.260 1.155 4.060 0.06 -0.07 -0.23
H 2.676 -1.085 -3.091 0.00 -0.08 0.00
H 3.502 2.687 1.165 -0.15 -0.14 0.00
H -1.208 -1.881 -4.069 -0.07 0.04 0.00
H 1.443 1.898 -1.243 0.03 0.02 0.01
H -3.629 -5.639 1.079 -0.05 0.08 0.04
H -0.446 0.335 -1.142 -0.07 0.03 -0.03
H -4.441 -2.093 0.852 -0.05 -0.06 0.08
H -4.882 -4.415 0.759 0.03 0.01 0.01
H -2.152 2.200 -0.041 -0.02 -0.02 -0.14
H 0.967 1.873 4.829 0.04 -0.02 0.02
H -0.384 -0.147 4.505 -0.01 -0.04 -0.03
H -1.703 -0.179 -3.980 -0.01 -0.14 -0.01
H 0.328 -2.027 -1.366 -0.01 -0.05 -0.06
H 1.175 2.541 2.408 0.09 0.07 -0.02
H -1.793 1.935 4.866 0.01 -0.02 0.12
H 1.988 0.467 4.493 0.01 0.04 0.08
H -3.470 3.410 3.835 -0.05 0.04 0.04
H -3.502 -4.028 1.827 -0.02 0.00 -0.03
H 0.345 -0.413 2.914 -0.07 -0.02 0.08
H 0.715 -2.602 -3.007 -0.02 -0.04 0.06
H -0.481 0.714 1.002 0.07 -0.10 -0.07
H -1.736 -3.429 -2.174 0.11 -0.11 -0.08
H -4.387 0.164 -0.114 -0.05 0.10 0.04
H 1.841 -0.369 -0.251 0.11 0.05 -0.17
H 6.114 1.986 0.247 0.11 0.11 0.18
H -3.654 3.547 1.377 -0.06 0.05 -0.04
H 2.776 -2.156 -1.687 0.05 -0.03 -0.01
H -0.537 1.315 -2.624 -0.04 -0.03 0.09
H 6.611 0.490 -1.984 0.17 -0.05 -0.15
H 1.921 1.269 -2.832 0.04 0.04 -0.02
H 2.690 2.585 3.320 -0.01 0.06 -0.08
```
Forces are in eV/Å.


Computed, not measured: a molecular structure, C26H31FN5O4PPd in a non-equilibrium geometry, with ωB97M-V with the def2-TZVPD basis set.

Values from the calculation:
**Spin multiplicity**: 1
**HOMO energy**: -12.858 eV
**Net charge**: +2
**Frontier orbital gap**: 8.09 eV

Geometry as XYZ:
```
69
Properties=species:S:1:pos:R:3:forces:R:3
Pd 1.030 2.260 2.761 0.92 0.75 0.46
P 1.029 4.578 4.794 -0.33 -0.03 -0.07
F -1.461 -0.008 -4.417 -0.02 -0.05 -0.03
O 1.625 0.360 2.632 -0.80 -0.39 -0.55
O -0.071 1.310 0.194 0.05 0.10 -0.06
O -0.419 0.786 3.302 0.17 0.01 -0.18
O 0.646 4.204 3.355 -0.30 -0.07 0.16
N 2.631 3.099 1.863 -0.08 -0.19 0.11
N -0.810 -2.710 0.338 0.01 -0.02 0.00
N 6.809 5.081 -0.791 0.00 -0.01 0.00
N -3.633 -4.272 -5.754 0.02 -0.03 0.00
N -2.001 -2.821 -4.358 0.03 -0.03 -0.01
C -0.295 0.107 0.229 -0.16 -0.18 -0.18
C -2.387 -4.701 0.321 0.05 0.03 0.02
C 0.350 0.103 2.571 0.51 0.19 0.16
C -0.995 -4.141 0.425 -0.03 -0.02 0.02
C 5.913 4.649 -0.218 0.03 0.01 0.00
C -1.564 -2.083 -3.237 -0.03 0.02 0.01
C -2.941 -3.217 -6.569 -0.01 -0.02 0.03
C 2.497 4.223 1.151 0.02 -0.03 0.01
C 3.557 4.759 0.451 0.05 0.02 -0.02
C -0.979 -2.042 -0.871 0.00 0.02 -0.01
C -0.136 -0.697 1.424 -0.03 -0.23 0.27
C 2.801 4.590 5.073 -0.03 0.00 -0.05
C -1.670 -4.708 1.637 0.00 0.04 -0.04
C -1.467 -4.153 -4.590 0.09 0.00 -0.01
C -2.376 -2.166 -5.612 -0.06 0.05 0.03
C 0.323 3.441 5.986 0.02 0.06 -0.02
C 0.386 6.207 5.151 0.05 -0.02 -0.01
C 3.808 2.465 1.906 0.04 -0.03 -0.03
C -1.329 -0.696 -3.262 0.04 0.01 -0.04
C -2.626 -5.077 -4.957 -0.04 0.02 -0.01
C 4.789 4.113 0.500 -0.07 0.02 -0.01
C -1.386 -2.729 -2.021 -0.04 -0.03 0.07
C -0.747 -0.663 -0.938 -0.01 0.04 -0.01
C -0.938 -0.006 -2.152 0.01 -0.01 0.02
C -0.371 -2.026 1.426 -0.05 0.04 0.02
C 4.919 2.944 1.241 -0.07 -0.02 0.04
H 0.653 3.694 6.994 0.00 0.00 0.00
H -2.172 -3.733 -7.139 0.00 0.02 -0.02
H -0.752 1.058 -2.212 0.00 0.00 0.00
H 3.427 5.664 -0.124 0.00 0.00 0.00
H -4.277 -3.817 -5.106 0.02 0.02 0.00
H -0.226 -2.627 2.313 -0.01 0.00 0.00
H -4.188 -4.886 -6.351 0.00 -0.01 0.01
H 0.591 6.482 6.186 0.01 -0.01 0.00
H 5.859 2.415 1.297 0.01 0.01 0.00
H 3.833 1.549 2.479 0.05 -0.02 -0.01
H -1.599 -3.783 -1.940 -0.01 0.02 -0.01
H -0.764 3.501 5.939 0.00 -0.02 -0.02
H 0.838 6.945 4.488 0.01 -0.01 -0.01
H -0.710 -4.142 -5.383 -0.02 0.00 -0.01
H 3.197 3.580 4.958 0.00 0.00 0.00
H -3.655 -2.780 -7.263 -0.01 0.00 0.01
H -2.518 -5.639 -0.201 -0.01 0.00 -0.01
H -3.188 -3.983 0.212 -0.02 -0.03 -0.02
H -2.030 -4.015 2.385 0.01 -0.02 0.02
H -3.149 -5.444 -4.076 0.00 -0.03 -0.01
H 0.632 2.422 5.751 0.00 -0.01 0.02
H -0.691 6.195 4.986 0.00 0.01 0.00
H 3.291 5.253 4.360 -0.01 0.01 0.00
H 3.010 4.937 6.085 0.01 0.00 0.00
H -0.182 -4.711 -0.010 0.00 -0.01 0.00
H -0.970 -4.541 -3.706 -0.03 0.01 0.00
H 1.521 4.685 1.160 0.00 0.00 0.00
H -1.547 -1.663 -6.116 0.03 -0.03 0.00
H -1.291 -5.643 2.022 0.00 0.00 0.01
H -3.139 -1.417 -5.405 0.03 0.03 0.00
H -2.315 -5.919 -5.573 0.02 0.00 0.00
```
Forces are in eV/Å.


Q: Which ΔE to the lowest compared entry with this formula, charge and spin values were calculated for the entries above? A: 0.0, 44.1, 0.0, 20.1, in kcal per mole.